Record 1
The following is a DFT calculation (ωB97M-V/def2-TZVPD) of a 3-piece molecular cluster, C24H36O5Si overall.

Last column: natural (NBO) charge in e.
Positions of all 66 atoms, in Å:
Si -3.583 0.480 2.286  1.13
O 10.207 1.556 2.152  -0.49
O -3.978 5.062 -6.411  -0.48
O -1.294 1.692 -3.333  -0.49
O 6.265 -1.747 0.897  -0.49
O -7.078 -1.007 1.717  -0.72
C -1.908 2.464 -4.039  0.47
C 3.521 -1.418 2.410  -0.61
C -4.690 -1.056 2.260  -0.89
C 1.073 -1.470 1.716  -0.39
C -1.884 -0.668 -0.198  -0.41
C -0.621 -1.028 -1.031  -0.39
C 9.305 0.799 1.864  0.48
C -2.065 0.836 -0.131  -0.39
C 7.169 -0.992 1.184  0.47
C -1.711 3.930 -3.928  -0.22
C 7.057 0.467 0.940  -0.22
C -3.364 4.291 -5.706  0.48
C 2.209 -0.643 2.301  -0.38
C 8.426 -1.491 1.795  -0.22
C 1.369 -1.939 0.290  -0.40
C -5.770 -1.097 1.152  0.11
C -3.331 1.298 0.607  -0.85
C 8.047 1.298 1.254  -0.23
C 9.417 -0.660 2.109  -0.23
C -2.387 4.777 -4.700  -0.23
C -5.644 -2.389 0.334  -0.62
C 0.122 -2.274 -0.502  -0.40
C -2.885 1.977 -5.044  -0.22
C -3.560 2.824 -5.817  -0.23
H -5.711 -0.248 0.479  0.17
H -4.176 1.200 -0.069  0.23
H 2.349 0.224 1.656  0.18
H 7.986 2.365 1.084  0.23
H -0.559 -2.851 0.123  0.19
H 4.299 -0.769 2.798  0.20
H -1.160 1.285 0.268  0.20
H -6.049 -3.202 0.931  0.20
H 1.964 -1.171 -0.202  0.19
H -1.727 -1.102 0.783  0.20
H -2.260 0.060 2.816  -0.19
H 2.019 -2.808 0.360  0.20
H -7.252 -1.841 2.187  0.46
H -4.278 2.490 -6.555  0.23
H 10.342 -1.002 2.554  0.23
H -4.595 -2.595 0.147  0.21
H -5.223 -1.067 3.208  0.25
H -6.177 -2.291 -0.603  0.21
H -4.118 1.452 3.267  -0.18
H 3.388 -2.212 3.142  0.20
H 0.058 -0.187 -0.915  0.19
H -2.139 1.184 -1.157  0.21
H 3.810 -1.837 1.460  0.22
H -0.870 -1.118 -2.081  0.21
H 0.864 -2.333 2.342  0.20
H 0.198 -0.825 1.709  0.20
H 6.130 0.809 0.496  0.23
H 1.927 -0.279 3.288  0.20
H -0.994 4.263 -3.188  0.23
H -2.260 5.850 -4.635  0.23
H -2.735 -1.155 -0.671  0.19
H 8.486 -2.558 1.966  0.23
H 0.384 -2.908 -1.348  0.20
H -3.012 0.904 -5.108  0.23
H -4.103 -1.968 2.246  0.23
H -3.238 2.365 0.800  0.24

Its multiplicity is 1. Its SMILES is CCCCCCCCC[SiH2]C[C@@H](C)O.O=C1C=CC(=O)C=C1.O=C1C=CC(=O)C=C1.

Record 2
The following is a DFT calculation (ωB97M-V/def2-TZVPD) of a 2-piece molecular cluster, C3H11NO overall.

Last column: natural (NBO) charge in e.
Positions of all 16 atoms, in Å:
O 2.252 3.294 1.335  -0.73
N 1.319 1.168 1.060  -0.87
C -1.310 -2.620 -1.842  -0.61
C 1.289 2.353 1.852  0.09
C -1.518 -1.360 -1.009  -0.61
H 0.323 2.858 1.901  0.14
H -0.939 -2.492 -2.856  0.21
H -2.189 -3.255 -1.931  0.21
H 1.036 0.333 1.548  0.38
H -0.542 -3.237 -1.388  0.20
H -1.399 -1.596 0.041  0.21
H 1.617 2.170 2.875  0.16
H -0.925 -0.522 -1.371  0.20
H 2.693 2.712 0.699  0.47
H 0.845 1.203 0.169  0.37
H -2.550 -1.008 -1.082  0.20

Its multiplicity is 1. Its SMILES is NCO.CC.

Record 3
The following is a DFT calculation (ωB97M-V/def2-TZVPD) of C28H12BrCl2F5N3O4Zr as an isolated structure.

Last column: natural (NBO) charge in e.
Positions of all 56 atoms, in Å:
Zr -1.234 -0.491 -1.213  2.51
Br 4.695 2.103 1.268  0.08
Cl 1.637 1.845 -7.397  0.06
Cl 2.986 1.466 -2.194  0.08
F -2.092 -6.998 -1.529  -0.27
F -3.800 -4.866 -1.457  -0.27
F -2.774 -2.310 -1.819  -0.32
F 0.542 -6.596 -1.945  -0.27
F 1.524 -4.098 -2.294  -0.27
O -2.386 0.451 -2.741  -0.71
O 0.186 0.823 -1.821  -0.78
O -0.224 -1.906 -2.230  -0.79
O -1.426 -1.475 0.515  -0.82
N 0.387 1.796 5.560  -0.07
N -1.358 1.093 0.517  -0.58
N -0.658 1.157 5.378  -0.10
C -1.861 0.752 -3.852  0.47
C 0.487 1.026 -3.085  0.46
C 1.415 1.827 4.551  0.02
C -0.125 1.246 -5.460  -0.15
C 1.168 1.536 -5.767  -0.06
C 1.895 3.066 4.154  -0.20
C 1.981 0.663 4.039  -0.17
C -0.632 -3.184 -2.091  0.18
C 2.140 1.598 -4.753  -0.14
C -0.905 0.494 4.135  0.07
C 1.807 1.364 -3.443  -0.12
C -1.306 -0.910 1.738  0.29
C 0.222 -4.280 -2.107  0.30
C -1.325 2.413 0.447  0.12
C -1.228 -1.584 2.921  -0.21
C -1.977 -3.438 -1.877  0.28
C 3.384 1.987 2.625  -0.08
C -1.046 -0.867 4.123  -0.20
C -1.228 3.219 1.584  -0.26
C 2.865 3.151 3.169  -0.23
C -1.098 2.631 2.817  -0.09
C -1.266 0.499 1.745  0.11
C 2.972 0.742 3.072  -0.25
C -1.080 1.227 2.928  -0.03
C -0.280 -5.557 -1.923  0.30
C -1.633 -5.767 -1.708  0.28
C -2.505 -4.692 -1.675  0.28
C -0.490 0.976 -4.118  -0.29
H -1.372 2.853 -0.541  0.21
H -2.551 0.873 -4.692  0.19
H -0.965 -1.403 5.060  0.24
H -0.878 1.215 -6.237  0.24
H 1.655 -0.302 4.400  0.22
H -1.290 -2.664 2.930  0.24
H 3.419 -0.156 2.669  0.24
H 1.495 3.962 4.613  0.24
H 3.225 4.114 2.834  0.24
H -1.240 4.294 1.477  0.24
H -1.015 3.243 3.706  0.24
H 3.164 1.839 -5.006  0.26

Its multiplicity is 1. As for the net charge: +1.

Record 4
The following is a DFT calculation (ωB97M-V/def2-TZVPD) of a 2-piece molecular cluster, C31H34N3 overall.

Last column: natural (NBO) charge in e.
Positions of all 68 atoms, in Å:
N -2.088 0.481 4.045  -0.39
N -1.220 2.167 3.014  -0.42
N 0.682 -3.529 0.276  -0.30
C -7.667 -2.073 -0.357  -0.65
C -0.181 -5.823 0.706  -0.22
C 0.167 -2.275 0.190  0.35
C -5.231 -2.377 -0.926  -0.25
C -2.670 -4.490 0.987  -0.21
C -3.237 3.165 1.197  -0.64
C -1.525 -3.741 0.714  0.01
C 2.074 -3.887 0.069  -0.42
C -3.460 -1.246 0.351  -0.11
C 0.786 4.618 1.060  -0.21
C -1.476 1.268 5.007  -0.09
C -0.851 3.123 2.031  0.17
C 1.460 3.341 3.081  -0.64
C -2.559 -5.878 1.167  -0.21
C 0.436 3.691 2.054  -0.03
C -1.932 0.996 2.786  0.09
C -1.328 -6.545 1.056  -0.19
C -0.974 2.329 4.372  -0.06
C -1.216 -2.307 0.561  -0.23
C -2.979 -0.568 4.470  -0.40
C 1.023 -1.190 -0.307  -0.68
C -2.108 -1.243 0.810  0.06
C -0.313 -4.449 0.585  0.10
C -5.822 -0.618 0.591  -0.24
C -1.410 4.474 0.096  -0.22
C -6.222 -1.681 -0.227  0.10
C -1.803 3.558 1.088  -0.01
C 0.382 5.874 -1.070  -0.64
C -0.102 4.984 0.043  0.02
C -3.889 -2.178 -0.641  -0.12
C -4.476 -0.383 0.864  -0.12
H -0.431 6.121 -1.757  0.22
H 2.746 -3.351 0.762  0.23
H -3.419 -1.082 3.603  0.22
H -8.306 -1.359 0.179  0.23
H -1.787 -0.409 1.476  0.29
H -1.267 -7.624 1.210  0.23
H -6.608 -0.012 1.047  0.23
H 0.378 -0.364 -0.613  0.25
H -0.471 3.182 4.781  0.23
H -3.797 3.853 1.859  0.23
H -1.534 1.048 6.059  0.23
H -5.506 -3.115 -1.675  0.23
H 2.186 -4.959 0.253  0.23
H 1.738 -0.814 0.435  0.25
H -3.623 -3.982 1.082  0.22
H -4.197 0.439 1.529  0.24
H -7.875 -3.074 0.063  0.24
H 1.791 5.058 1.075  0.21
H -3.132 -2.773 -1.154  0.23
H 1.531 2.263 3.279  0.22
H 1.610 -1.527 -1.174  0.24
H -3.775 -0.144 5.108  0.21
H 0.762 -6.309 0.489  0.22
H 2.388 -3.682 -0.966  0.22
H -7.990 -2.089 -1.408  0.24
H 2.444 3.678 2.726  0.23
H 1.285 3.871 4.030  0.22
H 1.168 5.355 -1.634  0.22
H -2.151 4.807 -0.639  0.21
H -3.359 2.146 1.593  0.22
H -3.699 3.210 0.198  0.22
H -3.453 -6.460 1.388  0.23
H 0.816 6.806 -0.687  0.23
H -2.427 -1.271 5.105  0.21

Its multiplicity is 1. As for the net charge: +1.

How do the records compare in gap between HOMO and LUMO? In the order shown, they have 8.27; 10.56; 6.32; 6.12 eV.
How do the records compare in strongest force on any atom? In the order shown, they have 1.2; 1.3; 0.4; 1.8 eV/Å.